[1]
# C25H65CuN2O10

A structure of composition C25H65CuN2O10 at a distorted geometry (ωB97M-V/def2-TZVPD, OMol25).

Element x y z (Å)
Cu 23.53 -11.08 -8.69
C 24.33 -11.91 -5.43
C 23.09 -11.57 -6.36
O 22.98 -12.10 -7.65
H 24.43 -11.10 -4.71
H 25.25 -11.62 -5.94
H 24.39 -12.95 -5.11
H 23.15 -10.49 -6.36
H 22.19 -11.71 -5.76
C 26.68 -10.58 -7.54
C 25.94 -10.25 -8.88
O 25.00 -11.20 -9.31
H 25.94 -10.51 -6.74
H 27.49 -9.97 -7.15
H 26.83 -11.66 -7.50
H 26.70 -10.14 -9.66
H 25.52 -9.26 -8.71
C 23.42 -8.14 -7.32
C 22.33 -8.65 -8.23
C 22.31 -7.95 -9.60
O 22.43 -10.02 -8.51
H 23.39 -8.78 -6.44
H 23.19 -7.18 -6.87
H 24.46 -8.20 -7.66
H 21.39 -8.42 -7.72
H 21.34 -8.02 -10.09
H 23.15 -8.34 -10.19
H 22.58 -6.90 -9.47
C 21.81 -7.61 -11.29
O 21.60 -7.78 -12.63
C 22.59 -8.53 -13.25
C 22.25 -8.57 -14.72
N 21.28 -9.69 -14.80
C 21.71 -10.82 -15.68
C 20.62 -11.89 -15.69
O 20.80 -13.04 -14.86
C 20.67 -12.71 -13.52
H 20.79 -7.28 -11.09
H 22.50 -6.83 -10.98
H 21.99 -8.43 -10.60
H 22.62 -9.51 -12.78
H 23.56 -8.08 -13.04
H 23.11 -8.79 -15.35
H 21.87 -7.66 -15.19
H 20.95 -9.91 -13.87
H 22.67 -11.28 -15.44
H 21.72 -10.58 -16.75
H 20.52 -12.29 -16.70
H 19.62 -11.48 -15.55
H 21.51 -12.20 -13.03
H 20.50 -13.58 -12.88
H 19.72 -12.23 -13.29
C 20.60 -10.67 -4.28
O 20.12 -11.00 -5.56
C 19.80 -9.90 -6.49
C 19.26 -10.31 -7.87
N 20.40 -11.06 -8.43
C 20.22 -11.42 -9.83
C 20.05 -10.10 -10.64
O 18.69 -9.53 -10.72
C 18.59 -8.27 -11.37
H 21.27 -9.83 -4.46
H 21.10 -11.42 -3.66
H 19.79 -10.36 -3.62
H 20.55 -9.11 -6.51
H 19.04 -9.41 -5.87
H 19.09 -9.38 -8.41
H 18.39 -10.96 -7.93
H 21.25 -10.52 -8.33
H 19.36 -12.06 -10.01
H 21.07 -11.95 -10.26
H 20.44 -10.23 -11.65
H 20.78 -9.42 -10.19
H 19.08 -8.31 -12.35
H 19.09 -7.51 -10.78
H 17.56 -7.94 -11.33
C 21.79 -7.49 -5.02
C 20.27 -7.34 -5.01
O 19.85 -6.01 -4.75
H 22.14 -7.19 -4.04
H 22.26 -6.80 -5.72
H 22.17 -8.48 -5.28
H 19.82 -8.04 -4.30
H 19.81 -7.61 -5.96
H 19.82 -5.50 -5.56
C 24.72 -8.38 -11.18
C 25.19 -9.29 -12.31
O 25.60 -8.43 -13.43
H 24.45 -9.04 -10.36
H 23.72 -8.02 -11.41
H 25.42 -7.64 -10.79
H 24.40 -10.01 -12.50
H 26.02 -9.93 -12.01
H 25.71 -9.01 -14.19
C 19.09 -6.12 -7.68
C 20.50 -5.57 -7.52
O 20.39 -4.94 -6.25
H 18.41 -5.29 -7.87
H 18.82 -6.74 -6.83
H 19.05 -6.60 -8.66
H 20.76 -4.83 -8.27
H 21.17 -6.42 -7.59
H 21.17 -4.39 -6.12

Orbital gap (spin up / spin down) = 6.14 / 6.01 eV
Spin multiplicity = 2
E = -95045.4713 eV
Total charge = -1

***

[2]
# C37H75NO14

A cluster of 9 separate species, C37H75NO14 in total at a distorted geometry (ωB97M-V/def2-TZVPD, OMol25).

Element x y z (Å)
C 12.04 25.10 16.56
N 13.42 24.91 15.94
O 14.23 24.22 16.55
O 13.57 25.38 14.83
H 11.87 24.35 17.34
H 11.10 25.01 16.01
H 12.24 26.05 17.07
C 9.48 23.53 23.57
O 10.20 23.85 24.79
C 9.71 23.20 25.93
C 10.29 23.54 27.26
O 11.40 22.76 27.66
C 11.01 21.51 28.13
H 8.65 24.24 23.61
H 9.01 22.55 23.59
H 10.08 23.74 22.68
H 9.69 22.12 25.78
H 8.69 23.57 26.00
H 9.48 23.46 27.99
H 10.44 24.62 27.34
H 10.31 21.50 28.97
H 11.86 20.98 28.55
H 10.74 20.85 27.31
C 3.29 29.48 19.95
O 3.81 28.87 18.77
C 3.35 29.39 17.51
C 3.31 28.20 16.53
O 2.27 27.34 16.79
C 2.05 26.26 15.97
H 2.20 29.47 19.91
H 3.50 30.54 19.85
H 3.66 29.09 20.89
H 4.19 29.94 17.10
H 2.46 30.01 17.47
H 4.23 27.62 16.54
H 3.24 28.69 15.56
H 1.92 26.49 14.92
H 1.13 25.78 16.32
H 2.81 25.49 16.07
C 2.99 30.11 24.02
O 2.99 31.27 24.94
C 3.17 32.43 24.10
C 4.54 32.48 23.26
O 4.59 31.52 22.22
C 5.83 31.28 21.62
H 4.01 29.89 23.71
H 2.40 30.11 23.11
H 2.89 29.19 24.60
H 3.15 33.30 24.75
H 2.31 32.73 23.52
H 5.39 32.50 23.93
H 4.54 33.34 22.60
H 5.74 30.37 21.02
H 6.58 31.10 22.39
H 6.27 31.97 20.91
C 12.09 27.34 19.79
O 12.11 25.98 20.06
C 13.25 25.56 20.79
C 14.51 25.35 19.91
O 15.77 25.32 20.66
C 15.79 24.35 21.63
H 13.04 27.87 19.83
H 11.63 27.72 20.70
H 11.41 27.70 19.02
H 13.10 24.59 21.27
H 13.45 26.33 21.54
H 14.60 26.17 19.20
H 14.36 24.45 19.32
H 15.36 23.38 21.35
H 15.28 24.63 22.55
H 16.84 24.26 21.90
C 9.06 27.86 14.94
O 10.15 28.42 15.56
C 11.41 28.16 14.94
C 11.73 28.89 13.66
O 10.83 28.38 12.63
C 10.83 29.27 11.52
H 8.21 27.97 15.61
H 9.07 26.79 14.72
H 8.84 28.32 13.98
H 11.58 27.10 14.72
H 12.18 28.48 15.64
H 12.72 28.94 13.20
H 11.51 29.94 13.89
H 10.10 28.68 10.96
H 11.69 29.27 10.85
H 10.43 30.26 11.71
C 2.44 24.16 20.01
O 3.17 24.82 21.02
C 2.78 26.22 21.19
C 3.19 26.60 22.68
O 4.64 26.76 22.78
C 5.18 26.73 24.13
H 1.41 24.27 20.34
H 2.59 23.08 19.93
H 2.55 24.63 19.03
H 1.70 26.39 21.19
H 3.29 26.76 20.40
H 2.87 25.79 23.33
H 2.78 27.46 23.21
H 5.13 25.73 24.56
H 4.62 27.41 24.77
H 6.17 27.17 24.13
C 7.81 26.39 18.59
C 7.11 27.14 19.55
C 7.45 27.06 20.88
C 8.39 26.09 21.28
C 9.06 25.33 20.31
C 8.66 25.41 19.02
H 7.65 26.38 17.52
H 6.35 27.86 19.25
H 6.96 27.69 21.61
H 8.68 26.11 22.32
H 9.79 24.61 20.66
H 9.06 24.71 18.31
C 7.13 21.64 15.98
C 6.85 22.45 17.06
C 5.57 22.70 17.46
C 4.50 22.09 16.77
C 4.78 21.25 15.73
C 6.09 21.01 15.29
H 8.17 21.48 15.71
H 7.66 22.89 17.62
H 5.44 23.26 18.38
H 3.47 22.30 17.03
H 4.06 20.70 15.14
H 6.41 20.35 14.49

Orbital gap (spin up / spin down) = 1.99 / 6.11 eV
Spin multiplicity = 2
E = -69725.0057 eV
Total charge = -1

***

[3]
# C4H10O

A cluster of 2 separate species, C4H10O in total (ωB97M-V/def2-TZVPD, OMol25).

Element x y z (Å)
C -0.93 -0.24 -1.93
C 0.48 1.58 0.51
C 0.93 0.36 0.78
C 0.47 -0.51 1.91
O -0.75 -1.19 -0.91
H -1.86 -0.42 -2.50
H -0.09 -0.20 -2.63
H -1.01 0.74 -1.45
H 0.87 2.16 -0.33
H -0.30 2.04 1.12
H 1.69 -0.08 0.12
H 1.26 -0.60 2.67
H -0.42 -0.09 2.40
H 0.22 -1.51 1.56
H -0.56 -2.04 -1.32

Orbital gap = 10.22 eV
Spin multiplicity = 1
E = -6356.3623 eV
SMILES string = C=CC.CO
Energy relative to the best compared isomer or geometry (same formula, charge and spin) = 139.0 kJ/mol